{"formula": "C4H7CuO2", "method": "wB97M-V/def2-TZVPD", "relative_energy_kj_mol": 221.7, "homo_lumo_gap_ev": 7.16, "molar_mass_g_mol": 150.64, "total_energy_ha": -1947.3808, "elements": ["H", "O", "C", "H", "C", "C", "C", "H", "H", "H", "H", "H", "O", "Cu"], "xyz": [[-0.44, 0.13, -1.62], [-1.65, -1.74, -1.85], [-0.65, -1.09, -2.02], [0.17, -1.44, -2.68], [0.41, -0.93, 0.23], [0.44, 0.46, 0.12], [-0.40, 1.36, 1.00], [1.27, -1.51, -0.13], [-0.36, -1.38, 0.85], [1.34, 0.92, -0.31], [-1.30, 0.77, 1.31], [-0.81, 2.17, 0.34], [0.32, 1.85, 2.06], [1.66, 0.44, 2.69]]}



{"formula": "C87H223N9O29", "method": "wB97M-V/def2-TZVPD", "relative_energy_kj_mol": 0.0, "homo_lumo_gap_ev": 7.99, "molar_mass_g_mol": 1859.78, "total_energy_ha": -6122.8387, "elements": ["C", "O", "C", "C", "N", "C", "C", "O", "C", "H", "H", "H", "H", "H", "H", "H", "H", "H", "H", "H", "H", "H", "H", "H", "C", "O", "C", "C", "N", "C", "C", "O", "C", "H", "H", "H", "H", "H", "H", "H", "H", "H", "H", "H", "H", "H", "H", "H", "C", "O", "C", "C", "N", "C", "C", "O", "C", "H", "H", "H", "H", "H", "H", "H", "H", "H", "H", "H", "H", "H", "H", "H", "C", "O", "C", "C", "N", "C", "C", "O", "C", "H", "H", "H", "H", "H", "H", "H", "H", "H", "H", "H", "H", "H", "H", "H", "C", "O", "C", "C", "N", "C", "C", "O", "C", "H", "H", "H", "H", "H", "H", "H", "H", "H", "H", "H", "H", "H", "H", "H", "C", "O", "C", "C", "N", "C", "C", "O", "C", "H", "H", "H", "H", "H", "H", "H", "H", "H", "H", "H", "H", "H", "H", "H", "C", "O", "C", "C", "N", "C", "C", "O", "C", "H", "H", "H", "H", "H", "H", "H", "H", "H", "H", "H", "H", "H", "H", "H", "C", "O", "C", "C", "N", "C", "C", "O", "C", "H", "H", "H", "H", "H", "H", "H", "H", "H", "H", "H", "H", "H", "H", "H", "C", "O", "C", "C", "N", "C", "C", "O", "C", "H", "H", "H", "H", "H", "H", "H", "H", "H", "H", "H", "H", "H", "H", "H", "C", "C", "C", "O", "H", "H", "H", "H", "H", "H", "H", "H", "C", "C", "C", "O", "H", "H", "H", "H", "H", "H", "H", "H", "C", "C", "C", "O", "H", "H", "H", "H", "H", "H", "H", "H", "C", "C", "C", "O", "H", "H", "H", "H", "H", "H", "H", "H", "C", "C", "C", "O", "H", "H", "H", "H", "H", "H", "H", "H", "C", "C", "C", "O", "H", "H", "H", "H", "H", "H", "H", "H", "C", "C", "C", "O", "H", "H", "H", "H", "H", "H", "H", "H", "C", "C", "C", "O", "H", "H", "H", "H", "H", "H", "H", "H", "C", "C", "C", "O", "H", "H", "H", "H", "H", "H", "H", "H", "C", "C", "C", "O", "H", "H", "H", "H", "H", "H", "H", "H", "C", "C", "C", "O", "H", "H", "H", "H", "H", "H", "H", "H"], "xyz": [[-3.52, -1.85, 1.13], [-4.32, -2.95, 0.81], [-5.73, -2.66, 0.78], [-6.55, -3.87, 1.14], [-6.58, -3.99, 2.60], [-7.40, -5.07, 3.07], [-6.87, -6.50, 2.86], [-5.54, -6.48, 3.30], [-4.89, -7.70, 3.09], [-3.55, -1.16, 0.24], [-2.47, -2.22, 1.32], [-3.87, -1.40, 2.03], [-6.05, -2.29, -0.19], [-5.92, -1.91, 1.53], [-6.06, -4.70, 0.62], [-7.55, -3.71, 0.71], [-5.61, -4.12, 2.86], [-8.41, -4.94, 2.63], [-7.57, -4.93, 4.16], [-6.82, -6.66, 1.78], [-7.48, -7.24, 3.31], [-4.73, -7.83, 2.03], [-5.52, -8.52, 3.39], [-3.93, -7.64, 3.57], [4.55, 4.63, -4.69], [4.98, 4.05, -3.43], [5.32, 2.66, -3.44], [6.57, 2.54, -2.63], [6.81, 1.12, -2.24], [8.24, 0.86, -2.29], [8.92, 1.37, -1.03], [10.30, 1.43, -1.30], [11.10, 1.31, -0.17], [3.58, 4.23, -5.05], [5.28, 4.44, -5.47], [4.42, 5.67, -4.57], [5.61, 2.29, -4.45], [4.47, 2.02, -3.17], [6.49, 3.12, -1.73], [7.44, 2.90, -3.18], [6.41, 0.51, -2.95], [8.77, 1.30, -3.19], [8.29, -0.22, -2.32], [8.67, 0.69, -0.27], [8.61, 2.38, -0.83], [12.14, 1.39, -0.49], [10.94, 0.32, 0.30], [10.85, 2.11, 0.54], [-2.61, -4.77, 3.79], [-2.75, -5.75, 4.74], [-2.95, -5.21, 6.01], [-3.73, -6.22, 6.85], [-5.09, -6.20, 6.39], [-5.91, -7.26, 6.92], [-6.74, -6.75, 8.10], [-5.91, -6.39, 9.20], [-6.61, -6.14, 10.39], [-1.65, -4.23, 3.86], [-3.37, -3.96, 3.89], [-2.74, -5.26, 2.81], [-3.48, -4.26, 5.93], [-1.99, -4.90, 6.40], [-3.68, -6.05, 7.91], [-3.21, -7.21, 6.77], [-5.08, -6.21, 5.38], [-5.39, -8.15, 7.32], [-6.65, -7.67, 6.18], [-7.41, -7.57, 8.38], [-7.40, -5.90, 7.84], [-7.41, -6.85, 10.58], [-6.99, -5.08, 10.38], [-5.89, -6.24, 11.21], [-0.60, -8.87, -5.79], [-0.33, -7.53, -5.43], [-1.30, -6.90, -4.59], [-0.85, -5.49, -4.42], [-1.77, -4.68, -3.61], [-1.44, -3.22, -3.70], [-2.48, -2.30, -3.10], [-3.70, -2.62, -3.71], [-4.78, -2.24, -2.88], [0.19, -9.19, -6.49], [-1.51, -8.91, -6.38], [-0.70, -9.56, -4.96], [-1.44, -7.43, -3.65], [-2.23, -6.97, -5.15], [-0.73, -5.08, -5.43], [0.16, -5.38, -4.02], [-2.71, -4.83, -3.95], [-1.28, -2.80, -4.69], [-0.50, -3.06, -3.14], [-2.28, -1.28, -3.34], [-2.57, -2.48, -2.04], [-4.72, -2.83, -1.97], [-5.68, -2.42, -3.47], [-4.71, -1.17, -2.69], [-5.35, 4.41, 0.00], [-5.47, 3.68, 1.19], [-4.60, 2.58, 1.24], [-4.48, 2.12, 2.67], [-3.82, 3.07, 3.57], [-2.44, 3.31, 3.22], [-1.78, 4.38, 4.08], [-2.34, 5.67, 3.78], [-1.87, 6.63, 4.68], [-5.96, 5.32, 0.07], [-5.77, 3.78, -0.81], [-4.28, 4.57, -0.19], [-3.64, 2.95, 0.84], [-4.97, 1.76, 0.58], [-3.84, 1.24, 2.85], [-5.46, 1.96, 3.00], [-4.36, 3.91, 3.73], [-2.29, 3.58, 2.15], [-1.88, 2.39, 3.41], [-0.69, 4.34, 3.83], [-1.96, 4.09, 5.12], [-0.79, 6.53, 4.80], [-2.30, 6.53, 5.66], [-2.08, 7.62, 4.34], [0.85, -0.28, 7.78], [0.92, -0.87, 6.51], [0.70, -2.25, 6.48], [1.02, -2.86, 5.09], [2.42, -2.61, 4.74], [2.73, -2.72, 3.29], [3.06, -4.24, 2.95], [1.82, -4.93, 2.90], [2.04, -6.38, 2.93], [1.68, -0.56, 8.49], [-0.04, -0.63, 8.30], [0.79, 0.78, 7.62], [-0.35, -2.54, 6.69], [1.37, -2.74, 7.20], [0.30, -2.35, 4.42], [0.92, -3.93, 5.08], [2.68, -1.64, 4.99], [3.54, -2.03, 3.06], [1.89, -2.42, 2.69], [3.64, -4.65, 3.81], [3.59, -4.39, 2.03], [1.13, -6.84, 2.59], [2.23, -6.68, 3.94], [2.81, -6.68, 2.25], [2.08, 7.83, -5.32], [1.23, 6.87, -4.81], [0.60, 7.24, -3.62], [-0.09, 5.93, -3.18], [-0.62, 6.06, -1.82], [-1.78, 6.98, -1.57], [-2.09, 6.80, -0.12], [-3.21, 7.65, 0.11], [-3.58, 7.73, 1.44], [1.66, 8.83, -5.50], [2.43, 7.38, -6.24], [2.94, 7.99, -4.63], [-0.09, 8.07, -3.75], [1.32, 7.55, -2.88], [0.63, 5.14, -3.17], [-0.89, 5.65, -3.90], [-0.93, 5.16, -1.42], [-2.65, 6.76, -2.21], [-1.42, 8.00, -1.80], [-1.22, 7.01, 0.53], [-2.39, 5.75, 0.03], [-2.71, 8.08, 2.03], [-3.85, 6.79, 1.97], [-4.35, 8.50, 1.63], [-2.18, -0.70, 4.92], [-3.41, -0.71, 4.14], [-4.56, -1.13, 4.93], [-4.87, -0.27, 6.11], [-5.04, 1.09, 5.64], [-5.45, 2.16, 6.53], [-4.36, 2.71, 7.41], [-4.06, 1.77, 8.48], [-2.67, 1.60, 8.72], [-2.32, -0.18, 5.85], [-1.47, -0.16, 4.27], [-1.81, -1.71, 5.07], [-4.34, -2.14, 5.29], [-5.37, -1.27, 4.24], [-4.10, -0.29, 6.88], [-5.80, -0.63, 6.57], [-4.30, 1.34, 5.00], [-6.32, 1.76, 7.10], [-5.91, 3.00, 5.96], [-4.77, 3.60, 7.90], [-3.49, 2.93, 6.79], [-2.60, 1.19, 9.73], [-2.08, 2.49, 8.64], [-2.13, 0.97, 8.05], [1.28, 0.59, 2.94], [0.22, 1.27, 2.31], [-0.39, 0.55, 1.21], [0.56, 0.36, 0.06], [0.90, 1.73, -0.41], [2.05, 1.78, -1.32], [2.02, 0.77, -2.43], [0.90, 0.95, -3.31], [0.99, -0.02, -4.36], [2.22, 0.70, 2.37], [1.08, -0.46, 3.07], [1.40, 1.00, 3.94], [-1.23, 1.15, 0.87], [-0.66, -0.46, 1.54], [0.05, -0.23, -0.73], [1.46, -0.06, 0.45], [1.04, 2.29, 0.46], [2.97, 1.59, -0.75], [2.05, 2.79, -1.71], [1.85, -0.23, -2.02], [2.99, 0.77, -2.95], [1.79, 0.12, -5.13], [0.01, -0.07, -4.86], [1.12, -1.06, -3.97], [4.12, 0.83, 5.46], [4.48, 0.50, 6.86], [4.44, -0.99, 7.19], [5.84, 1.07, 7.07], [3.12, 0.53, 5.16], [4.90, 0.49, 4.80], [4.15, 1.90, 5.38], [3.74, 0.98, 7.52], [3.48, -1.39, 6.87], [4.55, -1.13, 8.26], [5.22, -1.56, 6.67], [5.84, 2.01, 6.85], [5.35, -0.16, 2.08], [5.42, -0.30, 0.63], [4.68, -1.55, 0.25], [4.86, 0.85, -0.05], [5.88, 0.71, 2.35], [5.78, -1.05, 2.55], [4.32, -0.10, 2.34], [6.45, -0.41, 0.29], [3.68, -1.54, 0.71], [5.11, -2.46, 0.65], [4.49, -1.61, -0.82], [5.40, 0.97, -0.85], [0.80, -3.62, -0.67], [-0.49, -3.33, 0.04], [-1.50, -4.42, -0.09], [-0.28, -2.92, 1.48], [1.37, -4.30, -0.10], [1.48, -2.75, -0.75], [0.59, -4.11, -1.61], [-0.90, -2.36, -0.35], [-1.72, -4.65, -1.16], [-2.44, -4.26, 0.45], [-1.10, -5.30, 0.41], [0.15, -3.67, 1.99], [-2.61, 0.50, -6.70], [-4.02, 0.38, -7.27], [-5.10, 0.13, -6.28], [-4.17, 1.76, -7.79], [-2.23, -0.40, -6.20], [-2.61, 1.33, -6.01], [-1.92, 0.73, -7.48], [-4.05, -0.29, -8.11], [-6.04, -0.19, -6.72], [-5.27, 1.08, -5.77], [-4.83, -0.65, -5.54], [-5.01, 1.83, -8.25], [-2.26, 1.36, -2.50], [-1.93, 2.82, -2.64], [-3.16, 3.66, -2.99], [-1.31, 3.35, -1.42], [-3.01, 1.01, -3.19], [-2.78, 1.24, -1.53], [-1.38, 0.73, -2.61], [-1.18, 2.98, -3.44], [-3.74, 3.20, -3.82], [-2.87, 4.64, -3.35], [-3.85, 3.71, -2.16], [-0.68, 2.67, -1.13], [1.88, 2.81, -7.26], [0.38, 2.47, -7.01], [0.00, 3.34, -5.82], [-0.48, 2.74, -8.15], [2.48, 2.71, -6.34], [1.98, 3.79, -7.69], [2.26, 2.09, -7.97], [0.25, 1.39, -6.77], [0.26, 4.39, -6.09], [0.50, 3.07, -4.89], [-1.12, 3.31, -5.65], [-1.38, 2.84, -7.75], [1.14, -2.19, -7.02], [0.62, -1.47, -8.28], [1.72, -1.12, -9.33], [-0.28, -2.45, -8.92], [2.05, -1.72, -6.64], [1.38, -3.22, -7.24], [0.34, -2.23, -6.26], [0.06, -0.55, -8.08], [1.18, -1.04, -10.28], [2.53, -1.85, -9.41], [2.21, -0.17, -9.18], [-0.62, -2.01, -9.72], [2.53, 5.63, 2.16], [1.71, 5.27, 0.95], [0.37, 4.66, 1.35], [1.56, 6.41, 0.11], [3.41, 6.20, 1.87], [2.85, 4.70, 2.69], [1.88, 6.24, 2.78], [2.24, 4.42, 0.36], [-0.21, 5.49, 1.82], [0.37, 3.84, 2.03], [-0.23, 4.36, 0.44], [0.87, 6.32, -0.57], [4.62, -0.01, -6.59], [5.60, -0.72, -5.68], [7.00, -0.29, -5.89], [5.18, -0.65, -4.26], [4.30, 0.93, -6.22], [3.72, -0.61, -6.65], [5.02, 0.07, -7.63], [5.55, -1.80, -5.88], [7.74, -0.89, -5.36], [7.04, 0.73, -5.54], [7.25, -0.30, -6.98], [5.41, -1.47, -3.85], [2.73, -3.45, -4.27], [3.91, -4.32, -4.01], [4.40, -4.97, -5.26], [5.00, -3.64, -3.34], [3.07, -2.59, -4.87], [2.31, -2.99, -3.39], [1.96, -4.03, -4.81], [3.68, -5.15, -3.29], [3.58, -5.64, -5.66], [5.29, -5.57, -5.09], [4.59, -4.23, -6.05], [5.59, -4.32, -2.98], [5.68, 7.59, -2.30], [4.60, 6.87, -1.51], [5.27, 5.95, -0.47], [3.79, 7.94, -0.98], [5.22, 8.28, -3.01], [6.34, 6.87, -2.79], [6.38, 8.09, -1.60], [3.97, 6.21, -2.09], [4.53, 5.57, 0.21], [6.03, 6.53, 0.03], [5.72, 5.19, -1.08], [3.23, 7.55, -0.29]]}



{"formula": "C6H12NO", "method": "wB97M-V/def2-TZVPD", "relative_energy_kj_mol": 114.6, "homo_lumo_gap_ev": 7.61, "molar_mass_g_mol": 114.17, "charge": 1, "total_energy_ha": -365.5057, "elements": ["N", "C", "C", "C", "C", "C", "C", "O", "H", "H", "H", "H", "H", "H", "H", "H", "H", "H", "H", "H"], "xyz": [[2.88, -0.36, 0.73], [1.84, -1.45, 1.10], [0.79, -1.46, 0.01], [-0.23, -0.37, 0.22], [-0.85, 0.31, -0.74], [-2.11, 0.96, -0.43], [-2.65, 1.96, -1.19], [-3.73, 2.48, -0.57], [3.49, -0.83, 0.02], [3.31, -0.09, 1.64], [2.42, 0.46, 0.32], [2.35, -2.42, 1.20], [1.35, -1.12, 2.00], [1.28, -1.47, -1.01], [0.23, -2.41, 0.05], [-0.58, -0.34, 1.27], [-0.52, 0.44, -1.80], [-2.59, 0.66, 0.48], [-2.26, 2.26, -2.15], [-4.43, 2.80, -1.16]]}



{"formula": "C2H8N2O2", "method": "wB97M-V/def2-TZVPD", "relative_energy_kj_mol": 163.6, "homo_lumo_gap_ev": 9.82, "molar_mass_g_mol": 92.10, "total_energy_ha": -340.9681, "elements": ["O", "C", "O", "H", "H", "N", "C", "N", "H", "H", "H", "H", "H", "H"], "xyz": [[3.17, 0.95, 1.35], [2.39, 1.49, 2.08], [1.59, 2.50, 1.65], [2.27, 1.24, 3.13], [1.29, 2.25, 0.77], [-1.41, 0.38, -1.17], [-1.28, -0.94, -0.50], [-0.59, -1.93, -1.24], [-2.41, 0.60, -1.17], [-1.25, 0.25, -2.18], [-2.29, -1.16, -0.14], [-0.60, -0.78, 0.34], [0.05, -2.56, -0.79], [-0.93, -2.28, -2.12]]}